(1)
The molecule C3H7NP2 at a distorted geometry, computed with ωB97M-V/def2-TZVPD.

Geometry as ORCA input:
```
! RIJCOSX wB97M-V def2-TZVPD def2/J DEFGRID3
* xyz 0 1
H -4.3423 1.7251 0.5195
P -4.2580 0.3036 -0.0955
N -2.6941 0.1240 -0.0238
P -1.7328 -1.3117 0.0395
C -0.1968 -0.5998 -0.1110
C 1.0656 -1.4624 0.0143
C 0.1822 0.8856 0.0533
H 1.9571 -1.0126 0.6177
H 1.4176 -1.5497 -0.9628
H 0.7240 -2.3769 0.3511
H 1.0955 1.0880 0.6296
H -0.5858 1.3440 0.5449
H 0.1603 1.3183 -0.8505
*
```

## Properties
energy relative to the best compared isomer or geometry (same formula, charge and spin) = 127.57 kJ/mol
E_tot = -855.8679 a.u.
HOMO = -8.2 eV
LUMO = -0.85 eV
SMILES string = [H]/P=N/P=C(C)C
frontier orbital gap = 7.30 eV

Calculated atomic charges, method natural (NBO), unit e: atom 1 (H): -0.105, atom 2 (P): 0.837, atom 3 (N): -1.218, atom 4 (P): 0.790, atom 5 (C): -0.316, atom 6 (C): -0.646, atom 7 (C): -0.652, atom 8 (H): 0.215, atom 9 (H): 0.220, atom 10 (H): 0.213, atom 11 (H): 0.209, atom 12 (H): 0.233, atom 13 (H): 0.221

(2)
A structure of composition C22H27F4N2OPt at a distorted geometry, computed with ωB97M-V/def2-TZVPD.

Geometry as ORCA input:
```
! RIJCOSX wB97M-V def2-TZVPD def2/J DEFGRID3
* xyz 3 1
Pt 0.3248 0.2311 -0.1087
C -0.8579 3.2161 -0.1489
C 0.6425 3.1028 0.0675
N 1.1561 1.8411 0.7320
C 0.8184 1.8706 2.2169
C 0.8024 0.4964 2.8679
C 2.6243 1.6761 0.5656
C 2.9304 1.1405 -0.7944
N 1.9655 0.0335 -1.0505
C 2.2000 -0.9248 -1.9161
C 1.3031 -2.0925 -1.9987
F 0.3109 -2.1801 -1.1548
C 1.5279 -3.0975 -2.8864
F 0.7231 -4.1246 -2.9296
C 2.6353 -3.0436 -3.7481
C 3.5290 -1.9694 -3.7308
F 4.5327 -1.9422 -4.5628
C 3.3412 -0.9293 -2.8636
F 4.1295 0.0967 -2.9272
H -1.0292 4.0142 -0.8704
H -1.3930 3.4743 0.7635
H -1.3174 2.3207 -0.5680
H 0.9715 3.9071 0.7303
H 1.1850 3.2160 -0.8702
H -0.1421 2.3729 2.3057
H 1.5738 2.5135 2.6764
H 0.1957 -0.1437 2.2191
H 0.3223 0.5491 3.8435
H 1.7903 0.0577 3.0003
H 2.9727 0.9979 1.3432
H 3.1289 2.6349 0.7092
H 3.9653 0.8143 -0.8471
H 2.7862 1.8790 -1.5886
H 2.8007 -3.8556 -4.4543
C -4.9745 -4.1121 -3.7309
C -4.3299 -3.2909 -2.6610
C -4.6459 -3.4867 -1.3199
C -4.0946 -2.7139 -0.3197
C -4.5596 -2.9423 1.1014
C -3.1183 -1.7242 -0.6848
C -2.5490 -1.0438 0.3892
O -1.4984 -0.3035 0.4271
C -2.8165 -1.4883 -2.0715
C -1.9637 -0.3398 -2.5433
C -3.4194 -2.2722 -3.0124
H -5.7588 -4.7526 -3.3376
H -4.2267 -4.7439 -4.2183
H -5.3919 -3.4669 -4.5053
H -5.3703 -4.2464 -1.0557
H -5.2773 -3.7568 1.1292
H -5.0587 -2.0526 1.4924
H -3.7465 -3.1993 1.7803
H -3.0406 -1.1422 1.3543
H -2.1611 0.5761 -1.9873
H -2.1482 -0.1443 -3.5977
H -0.8885 -0.5511 -2.4532
H -3.2341 -2.0818 -4.0638
*
```

## Properties
energy relative to the best compared isomer or geometry (same formula, charge and spin) = 42.02 kJ/mol
E_tot = -1556.8658 a.u.
HOMO (spin up / spin down) = -17.5 / -17.5 eV
LUMO (spin up / spin down) = -13.57 / -13.60 eV
frontier orbital gap (spin up / spin down) = 3.90 / 3.87 eV

Calculated atomic charges, method natural (NBO), unit e: atom 1 (Pt): 1.072, atom 2 (C): -0.646, atom 3 (C): -0.238, atom 4 (N): -0.263, atom 5 (C): -0.240, atom 6 (C): -0.634, atom 7 (C): -0.263, atom 8 (C): -0.283, atom 9 (N): -0.243, atom 10 (C): 0.069, atom 11 (C): 0.455, atom 12 (F): -0.256, atom 13 (C): 0.311, atom 14 (F): -0.230, atom 15 (C): -0.053, atom 16 (C): 0.324, atom 17 (F): -0.218, atom 18 (C): 0.450, atom 19 (F): -0.218, atom 20 (H): 0.280, atom 21 (H): 0.247, atom 22 (H): 0.206, atom 23 (H): 0.251, atom 24 (H): 0.216, atom 25 (H): 0.242, atom 26 (H): 0.249, atom 27 (H): 0.191, atom 28 (H): 0.286, atom 29 (H): 0.234, atom 30 (H): 0.253, atom 31 (H): 0.276, atom 32 (H): 0.281, atom 33 (H): 0.272, atom 34 (H): 0.314, atom 35 (C): -0.665, atom 36 (C): 0.192, atom 37 (C): -0.247, atom 38 (C): 0.153, atom 39 (C): -0.670, atom 40 (C): -0.176, atom 41 (C): 0.429, atom 42 (O): -0.773, atom 43 (C): 0.067, atom 44 (C): -0.628, atom 45 (C): -0.239, atom 46 (H): 0.251, atom 47 (H): 0.261, atom 48 (H): 0.261, atom 49 (H): 0.249, atom 50 (H): 0.261, atom 51 (H): 0.250, atom 52 (H): 0.239, atom 53 (H): 0.202, atom 54 (H): 0.230, atom 55 (H): 0.259, atom 56 (H): 0.166, atom 57 (H): 0.235

(3)
A cluster of 2 separate species, C4H14N4O in total at a distorted geometry, computed with ωB97M-V/def2-TZVPD.

Geometry as ORCA input:
```
! RIJCOSX wB97M-V def2-TZVPD def2/J DEFGRID3
* xyz 0 1
C -1.2362 0.0262 0.7615
C -1.2540 -0.7077 2.0981
N -2.1490 -0.5652 -0.2428
H -1.9529 -1.5592 -0.3384
H -3.1360 -0.4884 0.0051
H -1.5659 1.0562 0.9154
H 0.2710 -0.5232 0.0479
H -2.2636 -0.8062 2.5310
H -0.6370 -0.1858 2.8368
H -0.8482 -1.7241 2.0099
C 2.2123 0.1544 0.5410
N 1.1852 -0.0827 -0.4900
C 0.4156 1.2350 -0.8560
N 1.7250 -0.8452 -1.5960
N -0.4795 0.9873 -1.8750
O 0.9227 2.3004 -0.5818
H 1.0130 -0.8070 -2.3248
H 2.5220 -0.3240 -1.9592
H -1.2547 0.3568 -1.5824
H -0.8226 1.8596 -2.2563
H 1.7079 0.5856 1.4023
H 2.6724 -0.7984 0.7937
H 2.9525 0.8557 0.1602
*
```

## Properties
energy relative to the best compared isomer or geometry (same formula, charge and spin) = 328.33 kJ/mol
E_tot = -454.9398 a.u.
HOMO = -6.6 eV
LUMO = 0.86 eV
frontier orbital gap = 7.51 eV

Calculated atomic charges, method natural (NBO), unit e: atom 1 (C): -0.471, atom 2 (C): -0.634, atom 3 (N): -0.888, atom 4 (H): 0.348, atom 5 (H): 0.344, atom 6 (H): 0.171, atom 7 (H): 0.447, atom 8 (H): 0.173, atom 9 (H): 0.201, atom 10 (H): 0.179, atom 11 (C): -0.422, atom 12 (N): -0.380, atom 13 (C): 0.821, atom 14 (N): -0.634, atom 15 (N): -0.904, atom 16 (O): -0.600, atom 17 (H): 0.379, atom 18 (H): 0.350, atom 19 (H): 0.447, atom 20 (H): 0.397, atom 21 (H): 0.240, atom 22 (H): 0.221, atom 23 (H): 0.216

(4)
A cluster of 2 separate species, C5H15N2O in total at a distorted geometry, computed with ωB97M-V/def2-TZVPD.

Geometry as ORCA input:
```
! RIJCOSX wB97M-V def2-TZVPD def2/J DEFGRID3
* xyz 1 1
C 1.3037 -1.7164 -0.7760
C -2.5066 -1.0483 -0.6062
C 0.9455 2.5444 1.4066
C 0.3399 1.0712 -0.4780
C -0.0060 -1.0698 -0.2940
N -1.1436 -1.3482 -1.0493
N 1.1171 1.2698 0.7775
O -0.2143 -1.0462 1.0224
H 1.4815 -2.6917 -0.1791
H 1.2459 -1.9838 -1.8562
H 2.1430 -1.0164 -0.6190
H -2.6159 -1.5303 0.4798
H -2.6437 0.0269 -0.7625
H -3.2322 -1.4931 -1.3270
H 0.6042 3.3376 0.7004
H 0.1934 2.5540 2.1774
H 1.9109 2.9884 1.8082
H -0.6739 1.3411 -0.3659
H 1.0018 1.2763 -1.3322
H -1.0216 -1.4023 -2.0024
H 2.0705 0.8588 0.7774
H 0.8417 0.5210 1.4152
H -1.1414 -1.4431 1.0829
*
```

## Properties
energy relative to the best compared isomer or geometry (same formula, charge and spin) = 383.21 kJ/mol
E_tot = -383.9051 a.u.
HOMO = -11.8 eV
LUMO = -2.82 eV
frontier orbital gap = 9.01 eV

Calculated atomic charges, method natural (NBO), unit e: atom 1 (C): -0.668, atom 2 (C): -0.418, atom 3 (C): -0.448, atom 4 (C): -0.439, atom 5 (C): 0.591, atom 6 (N): -0.640, atom 7 (N): -0.544, atom 8 (O): -0.728, atom 9 (H): 0.252, atom 10 (H): 0.247, atom 11 (H): 0.212, atom 12 (H): 0.184, atom 13 (H): 0.207, atom 14 (H): 0.251, atom 15 (H): 0.245, atom 16 (H): 0.235, atom 17 (H): 0.241, atom 18 (H): 0.208, atom 19 (H): 0.221, atom 20 (H): 0.401, atom 21 (H): 0.436, atom 22 (H): 0.443, atom 23 (H): 0.510

(5)
The molecule C4H7NO2 at a distorted geometry, computed with ωB97M-V/def2-TZVPD.

Geometry as ORCA input:
```
! RIJCOSX wB97M-V def2-TZVPD def2/J DEFGRID3
* xyz 0 1
O 2.5461 1.4029 -0.1673
C 2.0579 0.2884 -0.1516
N 0.7793 0.0216 0.2188
C -0.0146 -1.1741 -0.0417
C -1.3122 -0.4095 0.1246
O -2.1320 -0.3212 -1.0111
C -0.2799 0.9998 0.3674
H 2.6108 -0.6346 -0.4275
H 0.1153 -1.9716 0.6947
H 0.0994 -1.5672 -1.0590
H -1.8647 -0.5699 1.0645
H -2.0269 0.6754 -0.6116
H -0.3830 1.4344 1.3728
H -0.1955 1.8256 -0.3731
*
```

## Properties
energy relative to the best compared isomer or geometry (same formula, charge and spin) = 333.45 kJ/mol
E_tot = -361.7539 a.u.
HOMO = -9.7 eV
LUMO = 0.68 eV
SMILES string = O=CN1CC(O)C1
frontier orbital gap = 10.34 eV

Calculated atomic charges, method natural (NBO), unit e: atom 1 (O): -0.599, atom 2 (C): 0.540, atom 3 (N): -0.439, atom 4 (C): -0.245, atom 5 (C): 0.084, atom 6 (O): -0.688, atom 7 (C): -0.282, atom 8 (H): 0.111, atom 9 (H): 0.201, atom 10 (H): 0.213, atom 11 (H): 0.177, atom 12 (H): 0.508, atom 13 (H): 0.202, atom 14 (H): 0.216

> Which value of E_tot does entry 4 give?

-383.9051 a.u.

> Which of these has the highest energy relative to the best compared isomer or geometry (same formula, charge and spin)?

C5H15N2O

> Which value of energy relative to the best compared isomer or geometry (same formula, charge and spin) does entry 3 give?

328.33 kJ/mol